# 1
The following is a quantum chemistry calculation of a single C6H8OS molecule, from OMol25.

The value obtained for the HOMO-LUMO gap is 8.03 eV. Its SMILES is C/C=C1/OCCC1=S. The energy relative to the best compared isomer or geometry (same formula, charge and spin) is 1.046 eV. As for the energy: -19233.21783 eV. The calculation puts the highest occupied orbital energy at -8.62 eV.

Last column: Löwdin charge in e.
Atoms and positions in Å:
C1 2.5529 -0.7086 0.0000  -0.13
C2 1.1510 -1.2077 -0.0170  -0.06
C3 0.0401 -0.4553 -0.0371  -0.31
O1 -1.1948 -1.0604 -0.0758  -0.05
C4 -2.2088 -0.0902 0.2112  -0.18
C5 -1.6068 1.2354 -0.1832  -0.18
C6 -0.1243 1.0229 -0.0298  -0.67
S1 1.0359 2.1670 0.0510  0.75
H1 2.7974 -0.2413 0.9645  0.08
H2 2.7208 0.0607 -0.7402  0.04
H3 3.2578 -1.5289 -0.1580  0.07
H4 0.9620 -2.2631 -0.0535  0.11
H5 -2.4474 -0.1407 1.2957  0.13
H6 -3.1293 -0.3397 -0.3505  0.13
H7 -1.9962 2.1126 0.3595  0.13
H8 -1.8102 1.4373 -1.2367  0.13

Cartesian forces (eV/Å) of the 3 atoms listed first:
C 0.24 -0.24 0.45
C -0.40 0.65 -0.15
C 0.23 0.56 0.24


# 2
The following is a quantum chemistry calculation of a 4-piece molecular cluster, H6O3 overall at a distorted geometry, from OMol25.

The value obtained for the HOMO-LUMO gap is 10.67 eV. The energy relative to the best compared isomer or geometry (same formula, charge and spin) is 4.240 eV. As for the energy: -6236.01297 eV. The calculation puts the highest occupied orbital energy at -11.28 eV.

Last column: Löwdin charge in e.
Atoms and positions in Å:
H1 1.2366 -0.0927 1.2907  0.29
H2 0.5620 -0.6147 -0.1468  0.00
H3 0.5774 0.9313 -0.0401  0.01
H4 -0.8690 1.5745 0.8290  0.16
H5 -1.4549 -1.3978 0.6548  0.04
H6 -1.1626 -0.0715 -0.2587  -0.05
O1 1.6133 -0.4218 -0.0917  -0.24
O2 -0.3673 1.3496 -0.1185  -0.19
O3 -1.1072 -0.9690 -0.0810  -0.02

Cartesian forces (eV/Å) of the 3 atoms listed first:
H 2.13 -1.46 -5.10
H 2.69 -0.90 -0.46
H -1.63 1.32 0.28


# 3
The following is a quantum chemistry calculation of a 9-piece molecular cluster, C49H100N9O5 overall at a distorted geometry, from OMol25.

The value obtained for the HOMO-LUMO gap (alpha / beta) is 5.09 / 2.47 eV. The net charge is +4. As for the energy: -76041.72951 eV. The calculation puts the highest occupied orbital energy (alpha / beta) at -13.45 / -13.45 eV. Its multiplicity is 2.

Last column: Löwdin charge in e.
Atoms and positions in Å:
C1 -0.1469 -0.6762 -1.7295  -0.06
C2 -0.2644 0.2976 -0.5501  -0.63
C3 0.1062 1.7591 -0.9771  -0.05
O1 -1.5072 0.1349 0.0582  -0.31
H1 -0.8218 -0.4542 -2.5561  0.05
H2 -0.3550 -1.6593 -1.3072  0.05
H3 0.8767 -0.6614 -2.1039  0.06
H4 0.5058 -0.0651 0.1305  0.07
H5 -0.7441 2.3751 -1.2699  0.06
H6 0.9668 1.7804 -1.6456  0.06
H7 0.5015 2.2569 -0.0916  0.03
C4 0.4762 5.9381 -6.0860  -0.03
C5 0.1514 5.3031 -4.6625  -0.13
N1 0.9050 4.0317 -4.5461  -0.07
C6 2.2461 3.9439 -4.3734  -0.02
C7 2.5707 2.6014 -4.3460  0.01
N2 1.4219 1.8689 -4.7250  -0.07
C8 0.3578 2.7685 -4.7221  0.06
C9 1.4743 0.4619 -4.9471  -0.02
H8 0.7695 5.2152 -6.8473  0.08
H9 1.3427 6.5985 -6.0521  0.08
H10 -0.3334 6.5770 -6.4386  0.08
H11 -0.9115 5.2780 -4.4222  0.12
H12 0.5342 5.9445 -3.8687  0.11
H13 2.8050 4.8624 -4.2716  0.15
H14 3.5047 2.0740 -4.2195  0.13
H15 -0.6075 2.5389 -5.1486  0.15
H16 1.7805 0.2434 -5.9701  0.12
H17 0.5849 -0.1172 -4.6988  0.07
H18 2.2877 -0.0037 -4.3904  0.10
C10 3.8276 -3.6131 1.5091  -0.04
C11 3.8930 -4.7628 0.5068  -0.17
N3 2.8073 -4.6380 -0.3881  -0.07
C12 2.9377 -4.2217 -1.6929  0.03
C13 1.6446 -4.0741 -2.1956  0.05
N4 0.7445 -4.3396 -1.1813  -0.08
C14 1.4719 -4.7256 -0.1333  -0.01
C15 -0.7024 -4.3666 -1.3231  0.05
H19 4.1002 -2.6808 1.0145  0.04
H20 4.5303 -3.6914 2.3387  0.08
H21 2.8329 -3.5807 1.9535  0.06
H22 3.8359 -5.6642 1.1171  0.14
H23 4.8099 -4.9142 -0.0629  0.13
H24 3.8976 -3.9826 -2.1262  0.14
H25 1.2326 -3.6953 -3.1192  0.11
H26 1.1631 -5.0706 0.8424  0.16
H27 -1.0971 -3.7006 -0.5558  0.07
H28 -1.0005 -5.3791 -1.0510  0.12
H29 -0.8773 -3.9709 -2.3236  0.10
C16 3.3907 -0.1474 0.0646  -0.06
C17 4.8367 0.3083 -0.1683  -0.15
N5 5.8472 -0.7273 0.0255  -0.04
C18 6.3118 -1.6768 -0.8473  0.01
C19 7.0170 -2.6662 -0.1157  0.03
N6 7.0842 -2.1717 1.2242  -0.07
C20 6.2357 -1.1164 1.3151  0.01
C21 7.6395 -3.0311 2.2898  0.03
H30 3.2562 -0.5302 1.0763  0.06
H31 3.0032 -0.9097 -0.6113  0.08
H32 2.7332 0.7101 -0.0777  0.06
H33 5.0876 1.1616 0.4617  0.13
H34 4.9666 0.7394 -1.1610  0.13
H35 6.1758 -1.6292 -1.9177  0.14
H36 7.5233 -3.5493 -0.4766  0.14
H37 6.0055 -0.6471 2.2602  0.17
H38 8.2535 -3.7966 1.8153  0.11
H39 6.8387 -3.2732 2.9886  0.09
H40 8.3127 -2.5291 2.9847  0.11
C22 1.4170 0.0032 6.8903  -0.08
C23 1.5873 1.1992 5.8963  -0.19
C24 0.4863 1.0415 4.8126  -0.14
N7 0.6099 2.0107 3.6562  -0.23
C25 1.7327 1.6145 2.6937  0.03
C26 0.7357 3.4375 4.2722  -0.06
C27 -0.1272 4.2768 3.3167  -0.15
C28 -1.3517 3.4296 3.0943  -0.12
C29 -0.7261 2.0239 2.9054  -0.08
H41 1.9594 -0.8571 6.4980  0.07
H42 0.3916 -0.2793 7.1285  0.08
H43 1.9310 0.2761 7.8119  0.09
H44 2.5841 1.1187 5.4628  0.11
H45 1.4754 2.1331 6.4472  0.11
H46 -0.4533 1.2970 5.3026  0.14
H47 0.4302 0.1042 4.2590  0.11
H48 2.6456 1.5523 3.2860  0.10
H49 1.8503 2.3834 1.9301  0.08
H50 1.6152 0.6762 2.1515  0.08
H51 1.7848 3.7260 4.3366  0.14
H52 0.2936 3.5289 5.2643  0.14
H53 0.3813 4.4788 2.3740  0.10
H54 -0.3381 5.2693 3.7148  0.14
H55 -1.8944 3.7188 2.1944  0.12
H56 -1.9939 3.4615 3.9745  0.13
H57 -0.4157 1.8736 1.8714  0.09
H58 -1.2942 1.1314 3.1677  0.10
C30 -2.6082 0.6094 -4.8557  -0.10
C31 -3.2189 1.4931 -3.7673  -0.21
C32 -3.7296 0.5504 -2.6447  -0.07
N8 -4.6018 1.3364 -1.5852  -0.20
C33 -3.8791 2.5798 -1.1459  0.00
C34 -5.9329 1.7474 -2.2308  -0.07
C35 -6.8432 0.5636 -1.9915  -0.15
C36 -6.4259 -0.1486 -0.7234  -0.16
C37 -5.0610 0.3326 -0.4529  -0.10
H59 -1.6554 0.1816 -4.5440  0.05
H60 -2.5087 1.0672 -5.8399  0.09
H61 -3.2859 -0.2077 -5.1034  0.08
H62 -3.9839 2.1525 -4.1773  0.12
H63 -2.3474 2.0570 -3.4345  0.08
H64 -3.0304 -0.1285 -2.1564  0.11
H65 -4.4402 -0.1849 -3.0219  0.13
H66 -4.4833 2.9648 -0.3245  0.11
H67 -3.6744 3.2444 -1.9852  0.10
H68 -2.9198 2.3708 -0.6723  0.07
H69 -6.3147 2.6537 -1.7606  0.15
H70 -5.7418 1.7492 -3.3039  0.12
H71 -7.8842 0.8624 -1.8684  0.13
H72 -6.8968 -0.0980 -2.8561  0.13
H73 -7.0397 0.3392 0.0339  0.12
H74 -6.6330 -1.2187 -0.7147  0.14
H75 -5.0647 0.8434 0.5100  0.12
H76 -4.2728 -0.4197 -0.4794  0.11
C38 0.5097 -3.2479 4.3484  -0.06
C39 -0.8695 -3.2546 3.6119  -0.22
C40 -1.5058 -1.8871 3.3242  -0.07
N9 -3.0129 -2.0742 2.7945  -0.21
C41 -3.0125 -2.7142 1.4028  0.04
C42 -3.6556 -0.7259 2.7466  -0.13
C43 -5.1814 -0.9529 2.7381  -0.13
C44 -5.3171 -2.1948 3.5816  -0.15
C45 -3.9422 -2.8155 3.7511  -0.09
H77 1.1872 -2.7592 3.6482  0.05
H78 0.8063 -4.2927 4.4409  0.09
H79 0.5410 -2.6726 5.2736  0.07
H80 -1.5646 -3.9148 4.1306  0.11
H81 -0.8363 -3.8754 2.7165  0.09
H82 -0.9358 -1.3560 2.5619  0.12
H83 -1.6538 -1.3524 4.2624  0.12
H84 -2.2803 -2.1834 0.7942  0.07
H85 -3.9916 -2.5394 0.9569  0.11
H86 -2.6634 -3.7463 1.4323  0.10
H87 -3.1393 -0.1597 1.9714  0.11
H88 -3.3898 -0.2324 3.6814  0.13
H89 -5.5643 -1.1810 1.7433  0.08
H90 -5.7672 -0.0793 3.0240  0.13
H91 -6.0342 -2.8766 3.1245  0.13
H92 -5.7840 -2.0830 4.5602  0.13
H93 -3.9085 -3.9044 3.7158  0.14
H94 -3.6639 -2.5517 4.7714  0.14
C46 -1.4926 -2.9123 -5.1044  -0.04
C47 -0.1219 -3.2986 -5.6610  -0.76
O2 -0.0310 -4.1181 -6.5762  0.00
O3 0.8759 -2.5867 -5.2144  -0.17
H95 -2.1841 -3.7210 -5.3409  0.08
H96 -1.7966 -2.0153 -5.6440  0.06
H97 -1.4272 -2.7018 -4.0369  0.03
C48 2.2401 5.2701 -0.1801  0.01
C49 3.3358 5.0904 0.8003  -0.63
O4 3.9897 6.0982 1.1728  0.33
O5 3.5542 3.9533 1.2648  0.04
H98 1.2559 4.8182 -0.0567  0.08
H99 2.5086 4.8652 -1.1558  0.08
H100 2.0349 6.2995 -0.4740  0.10

Cartesian forces (eV/Å) of the 3 atoms listed first:
C 0.48 0.36 0.32
C -1.77 -0.35 -0.53
C 0.32 -0.58 1.29


# 4
The following is a quantum chemistry calculation of C16H30N3OPSiZr as an isolated structure at a distorted geometry, from OMol25.

The value obtained for the HOMO-LUMO gap is 6.42 eV. As for the energy: -42042.55874 eV. The calculation puts the highest occupied orbital energy at -6.30 eV.

Last column: Löwdin charge in e.
Atoms and positions in Å:
Zr1 0.3719 -0.0288 0.0784  1.14
Si1 -1.3082 0.1223 1.9920  0.40
P1 -1.9029 -0.1637 -1.3947  0.73
N1 0.5281 1.7705 -0.5217  -0.28
H1 -0.1941 -3.5633 -1.2179  0.09
C1 -1.9185 -0.6188 -3.1864  -0.28
H2 -2.9507 -0.6508 -3.5887  0.05
H3 -1.4571 -1.6125 -3.2973  0.03
H4 -1.3207 0.1175 -3.7499  0.04
C2 -3.3328 -1.2045 -0.8085  -0.26
H5 -4.1876 -1.0839 -1.4980  0.04
H6 -3.6213 -0.8957 0.2080  0.02
H7 -3.0172 -2.2602 -0.7876  0.04
C3 -2.7266 1.5093 -1.4978  -0.27
H8 -3.6593 1.4426 -2.0951  0.05
H9 -2.0145 2.2080 -1.9741  0.04
H10 -2.9435 1.8637 -0.4751  0.02
C4 -1.9177 -1.3687 2.9885  -0.34
H11 -1.0583 -2.0150 3.2515  0.01
H12 -2.6617 -1.9427 2.4033  0.01
H13 -2.3849 -0.9612 3.9095  0.01
H14 -0.3667 0.8445 2.9281  -0.09
H15 -2.5492 0.9747 1.7487  -0.08
C5 0.6818 3.0675 -0.5707  -0.48
C6 1.7379 5.0623 -1.5101  -0.12
C7 1.5309 3.6865 -1.5330  -0.08
C8 0.0239 3.8916 0.4028  -0.06
C9 0.2306 5.2645 0.4213  -0.12
C10 1.0994 5.8569 -0.5256  -0.13
H16 2.4185 5.5040 -2.2581  0.10
H17 2.0032 3.0093 -2.2511  0.09
H18 -0.6300 3.4214 1.1477  0.09
H19 -0.2422 5.9134 1.1643  0.09
H20 1.2888 6.9279 -0.5367  0.08
C11 0.1468 -3.4385 -0.2087  -0.59
O1 0.0626 -2.1138 0.2179  -0.47
C12 1.5939 -3.7291 -0.5566  -0.07
H21 1.6435 -4.7762 -0.7805  0.07
H22 2.2773 -3.4197 0.2121  0.05
H23 1.8826 -3.2007 -1.5142  0.09
C13 -0.8095 -4.4600 0.3649  -0.05
H24 -1.1406 -5.0645 -0.4914  0.08
H25 -1.7156 -4.0165 0.8075  0.07
H26 -0.3154 -5.0756 1.0987  0.06
N2 4.5523 -0.4084 1.1291  0.07
C14 4.0462 -0.7371 2.3917  -0.07
C15 2.6819 -0.7778 2.2914  -0.09
N3 2.3584 -0.4235 0.9720  -0.11
C16 3.5027 -0.2421 0.2861  -0.13
H27 5.5344 -0.3002 0.8981  0.16
H28 4.6615 -0.9186 3.2735  0.12
H29 1.8805 -0.9922 2.9928  0.11
H30 3.6068 0.0056 -0.7506  0.13

Cartesian forces (eV/Å) of the 3 atoms listed first:
Zr -0.54 -1.40 -1.20
Si -1.23 0.62 0.79
P -1.76 0.64 -0.63


# 5
The following is a quantum chemistry calculation of a 2-piece molecular cluster, C5H13NOSi overall at a distorted geometry, from OMol25.

The value obtained for the HOMO-LUMO gap (alpha / beta) is 6.86 / 6.86 eV. The energy relative to the best compared isomer or geometry (same formula, charge and spin) is 5.990 eV. As for the energy: -16806.52887 eV. The calculation puts the highest occupied orbital energy (alpha / beta) at -6.71 / -6.71 eV.

Last column: Löwdin charge in e.
Atoms and positions in Å:
C1 2.7315 1.7227 0.0536  -0.05
C2 1.4233 1.9596 -0.0264  -0.26
C3 -0.8803 -1.9710 -0.0866  -0.10
C4 1.3800 -1.6064 0.6273  -0.11
C5 -2.4262 2.1568 0.1207  -0.07
N1 0.0650 -0.9379 0.3814  -0.29
O1 -1.4783 1.1449 0.6004  -0.28
Si1 -0.0028 0.7990 0.1571  0.53
H1 3.4389 2.4134 -0.2923  0.04
H2 3.1962 0.8329 0.3575  0.02
H3 1.0567 2.9630 -0.4511  0.08
H4 -1.6514 -1.5399 -0.6085  0.05
H5 -0.4341 -2.7365 -0.6185  0.05
H6 -1.1783 -2.5377 0.8612  0.11
H7 1.2516 -2.0422 1.6986  0.13
H8 1.6779 -2.0681 -0.2702  0.07
H9 2.0887 -0.8140 0.8130  0.03
H10 -2.7363 1.7404 -0.7631  0.03
H11 -1.8436 3.0744 -0.1521  0.10
H12 -3.2781 2.2764 0.7235  0.07
H13 -0.3268 1.2434 -2.6302  -0.15

Cartesian forces (eV/Å) of the 3 atoms listed first:
C -1.11 0.23 -0.24
C -0.70 1.12 -0.07
C 0.58 0.54 4.48


# 6
The following is a quantum chemistry calculation of C27H28BrMnN6O3 as an isolated structure, from OMol25.

The value obtained for the HOMO-LUMO gap (alpha / beta) is 6.56 / 7.49 eV. The net charge is +2. The energy relative to the best compared isomer or geometry (same formula, charge and spin) is 0.000 eV. As for the energy: -144890.39841 eV. The calculation puts the highest occupied orbital energy (alpha / beta) at -13.37 / -13.37 eV. Its multiplicity is 5.

Last column: Löwdin charge in e.
Atoms and positions in Å:
Mn1 -0.1254 -0.4706 0.3958  1.05
C1 1.2606 1.8994 -1.0218  -0.06
N1 -0.0377 1.6065 -0.4156  -0.10
C2 -1.2597 1.9356 -1.1487  -0.07
C3 -2.3348 1.0468 -0.5906  -0.26
N2 -2.0410 -0.0610 0.0769  0.06
C4 -3.2496 -0.6518 0.4304  -0.20
C5 -3.5155 -1.8140 1.1478  0.00
C6 -4.8436 -2.1421 1.3302  -0.05
C7 -5.8781 -1.3423 0.8210  -0.05
C8 -5.6224 -0.1834 0.1142  0.02
C9 -4.2839 0.1415 -0.0679  -0.16
N3 -3.6571 1.2092 -0.7068  0.21
C10 2.2363 0.9057 -0.4553  -0.24
N4 1.8269 -0.1865 0.1724  0.06
C11 2.9678 -0.8974 0.5345  -0.19
C12 3.1139 -2.1009 1.2178  -0.03
C13 4.4030 -2.5416 1.4348  -0.05
C14 5.5167 -1.8117 0.9918  -0.05
C15 5.3812 -0.6163 0.3162  0.01
C16 4.0808 -0.1787 0.0970  -0.16
N5 3.5713 0.9583 -0.5239  0.21
H1 1.5963 2.9222 -0.8308  0.15
H2 1.2014 1.7702 -2.1057  0.14
H3 -0.1189 2.0316 0.5250  0.08
H4 -1.1261 1.7165 -2.2121  0.14
H5 -1.5434 2.9880 -1.0603  0.15
H6 -2.7227 -2.4207 1.5676  0.12
H7 -5.0992 -3.0317 1.8894  0.12
H8 -6.9029 -1.6387 0.9956  0.12
H9 -6.4216 0.4364 -0.2674  0.13
H10 -4.1146 1.9901 -1.1515  0.19
H11 2.2573 -2.6531 1.5806  0.10
H12 4.5667 -3.4682 1.9676  0.12
H13 6.5072 -2.1961 1.1910  0.12
H14 6.2416 -0.0545 -0.0191  0.12
H15 4.1094 1.7023 -0.9396  0.19
Br1 1.5101 -1.0253 4.4622  0.82
C17 0.1623 0.1591 5.0811  -0.58
C18 -0.0563 0.1764 6.4503  -0.11
C19 -0.9596 1.0714 6.9993  -0.04
C20 -1.6313 1.9756 6.1897  -0.05
C21 -1.4026 1.9669 4.8282  -0.01
C22 -0.5222 1.0503 4.2484  -0.16
C23 -0.4071 1.1178 2.7710  -0.50
O1 -0.5886 2.1587 2.1487  0.06
O2 -0.1387 -0.0069 2.1435  -0.18
H16 0.4934 -0.5045 7.0846  0.11
H17 -1.1234 1.0673 8.0683  0.12
H18 -2.3228 2.6875 6.6176  0.12
H19 -1.9071 2.6701 4.1797  0.12
C24 -1.3043 -4.9876 -2.3056  0.01
N6 -0.5531 -4.0682 -1.4439  -0.10
C25 0.4685 -4.5916 -0.5321  0.01
C26 -0.7596 -2.7723 -1.4816  -0.42
C27 -1.7844 -2.2006 -2.4097  0.04
O3 -0.0660 -2.0215 -0.7217  -0.10
H20 -1.0732 -6.0044 -2.0094  0.10
H21 -1.0215 -4.8560 -3.3496  0.11
H22 -2.3751 -4.8298 -2.1911  0.10
H23 0.5388 -5.6652 -0.6631  0.10
H24 0.1958 -4.3717 0.5000  0.10
H25 1.4328 -4.1340 -0.7494  0.10
H26 -1.7206 -2.6440 -3.4015  0.10
H27 -1.6417 -1.1266 -2.4843  0.08
H28 -2.7856 -2.3997 -2.0193  0.11

Cartesian forces (eV/Å) of the 3 atoms listed first:
Mn 0.12 0.13 -0.28
C 0.02 0.02 -0.05
N 0.02 -0.10 -0.26